# 1
104
Properties=species:S:1:pos:R:3:forces:R:3 method="wB97M-V/def2-TZVPD" de_lowest_kcal_mol=0.0 multiplicity=6 total_charge=+2 s2=8.766 lumo_energy_ev="-5.9 / -7.0" homo_ev="-13.252 / -13.337"
Ir -0.05614 0.04139 -0.21726 0.0 0.3 -0.1
O -0.11076 -0.07812 1.92485 0.2 0.0 0.0
S -0.42574 -0.50846 3.36137 -0.1 0.0 0.1
C 1.20184 -0.58065 4.19194 0.0 0.0 -0.1
C 2.38735 -0.53121 3.23007 0.0 0.0 0.0
C 2.84441 0.89095 2.90574 0.0 0.0 0.0
C 4.04690 0.91245 1.96258 0.0 0.0 0.0
S 3.59861 0.94597 0.18612 -0.1 0.1 0.1
O 2.14734 0.49706 0.16072 0.0 -0.3 0.0
C 3.60170 2.69470 -0.10016 0.0 0.0 0.0
C 4.73161 3.21500 -0.71821 0.0 0.0 0.0
C 4.80799 4.58427 -0.92932 0.0 0.0 0.0
C 3.75365 5.40201 -0.54718 0.0 0.0 0.0
C 2.61774 4.86232 0.04562 0.0 0.0 0.0
C 2.53779 3.49993 0.28381 0.0 0.0 0.0
C -0.86044 -2.22010 3.24466 0.0 0.0 0.1
C -0.10934 -3.09691 2.46895 0.0 0.0 0.0
C -0.51206 -4.41682 2.37308 0.0 0.0 0.0
C -1.64754 -4.84891 3.05460 0.0 0.0 0.0
C -2.38376 -3.96645 3.83077 0.0 0.0 0.0
C -1.99562 -2.63494 3.92655 0.0 0.0 -0.1
H 1.17771 -1.49806 4.77876 0.0 0.0 0.0
H 1.20565 0.26494 4.88074 0.0 0.0 0.0
H 2.14270 -1.06356 2.31191 0.0 0.0 0.0
H 3.21148 -1.07498 3.69846 0.0 0.0 0.0
H 3.13852 1.38688 3.83344 0.0 0.0 0.0
H 2.02074 1.46990 2.48402 0.0 0.0 0.0
H 4.67314 0.02855 2.09663 0.0 0.0 0.0
H 4.67390 1.79058 2.11199 0.0 0.0 0.0
H 5.53761 2.56240 -1.03248 0.0 0.0 0.0
H 5.68388 5.00832 -1.40112 0.0 0.0 0.0
H 3.81288 6.46852 -0.71957 0.0 0.0 0.0
H 1.78617 5.49890 0.31539 0.0 0.0 0.0
H 1.64658 3.06803 0.71726 0.0 0.0 0.0
H 0.77491 -2.74834 1.95214 0.0 0.0 0.0
H 0.06073 -5.11546 1.77558 0.0 0.0 0.0
H -1.95770 -5.88257 2.97926 0.0 0.0 0.0
H -3.26671 -4.30818 4.35338 0.0 0.0 0.0
H -2.57705 -1.93175 4.51017 0.0 0.0 0.0
C -0.58957 5.40569 -5.70822 0.0 0.0 0.0
C 0.11874 4.14485 -6.17701 0.0 0.0 0.0
C -0.42560 3.66926 -7.51213 0.0 0.0 0.0
C 0.31816 2.43423 -7.98319 0.0 0.0 0.0
C 0.24041 1.35776 -6.94025 0.0 0.0 0.0
C 0.30589 0.02980 -7.28526 0.0 0.0 0.0
C 0.22589 -0.96136 -6.30711 0.0 0.0 0.0
F 0.29789 -2.23704 -6.69424 0.0 0.0 0.0
C 0.07293 -0.66493 -4.98572 0.0 0.0 0.0
C 0.00176 0.68372 -4.60446 0.0 0.0 0.0
C -0.13804 1.01843 -3.20323 0.0 0.0 0.1
O -0.23736 0.04214 -2.36616 0.0 0.0 0.0
C -0.16406 2.37511 -2.86909 0.0 0.0 -0.1
C -0.10390 3.31413 -3.88687 0.0 0.0 0.0
N 0.00693 3.02842 -5.17295 0.0 0.0 0.0
C 0.08293 1.69448 -5.57740 0.0 0.0 0.0
C -0.28408 2.93580 -1.48392 0.0 0.0 0.0
O -0.49051 4.11962 -1.31818 0.0 0.0 0.0
O -0.14077 2.09299 -0.49868 -0.1 -0.1 0.0
H -0.63498 6.09851 -6.54696 0.0 0.0 0.0
H -0.07148 5.91957 -4.90066 0.0 0.0 0.0
H -1.61276 5.19020 -5.39604 0.0 0.0 0.0
H 1.19024 4.33882 -6.27904 0.0 0.0 0.0
H -0.31613 4.48083 -8.23022 0.0 0.0 0.0
H -1.49565 3.46317 -7.41523 0.0 0.0 0.0
H 1.36708 2.68426 -8.17006 0.0 0.0 0.0
H -0.08819 2.06452 -8.92387 0.0 0.0 0.0
H 0.41654 -0.26479 -8.32122 0.0 0.0 0.0
H 0.01445 -1.44463 -4.24185 0.0 0.0 0.0
H -0.15584 4.35392 -3.60372 0.0 0.0 0.0
O -7.52212 -3.99082 2.39956 0.1 0.0 0.0
S -8.75615 -3.46150 1.91742 0.0 0.1 0.0
O -9.80478 -3.17082 2.83400 0.0 0.0 0.0
O -9.10312 -3.74394 0.52505 0.0 0.0 0.0
C -8.24972 -1.60755 1.17680 0.0 -0.1 0.1
N -9.21729 -0.75999 1.06465 0.0 0.0 0.0
C -8.80753 0.47364 0.75951 0.0 0.0 0.0
C -7.46074 0.76409 0.55940 0.0 0.0 0.0
C -6.55270 -0.27875 0.66937 0.0 0.0 0.0
N -6.98014 -1.51286 0.97872 0.0 0.1 0.0
C -5.08384 -0.15713 0.47502 0.0 0.0 0.0
C -4.47328 0.98870 -0.01989 0.0 0.0 0.0
C -3.09876 1.01112 -0.17364 0.0 0.0 0.0
N -2.33148 -0.03796 0.13401 0.0 -0.1 -0.1
C -2.91394 -1.13993 0.62298 0.0 0.0 0.1
C -4.27450 -1.24233 0.80737 0.0 0.0 0.0
H -9.57245 1.23436 0.66980 0.0 0.0 0.0
H -7.15858 1.77174 0.31600 0.0 0.0 0.0
H -5.03864 1.86857 -0.29200 0.0 0.0 0.0
H -2.58982 1.89481 -0.53445 0.0 0.0 0.0
H -2.25456 -1.95792 0.89208 -0.1 0.0 0.0
H -4.71111 -2.14968 1.20041 0.0 0.0 0.0
Se -1.10560 -2.96234 -1.67143 0.0 0.0 0.0
N 0.24324 -2.13132 -0.82146 -0.1 0.1 0.0
C 1.22529 -3.00786 -0.66266 0.0 0.0 0.0
C 2.49281 -2.75540 -0.06024 0.0 0.0 0.0
C 3.37122 -3.78289 0.04585 0.0 0.0 0.0
C 3.07454 -5.10474 -0.43129 0.0 0.0 0.0
C 1.89315 -5.38435 -1.02601 0.0 0.0 0.0
C 0.92856 -4.33387 -1.15762 0.0 0.0 0.0
N -0.25741 -4.49539 -1.71171 0.0 0.0 0.0
H 2.72560 -1.75512 0.27390 0.0 0.0 0.0
H 4.34075 -3.60795 0.49489 0.0 0.0 0.0
H 3.82253 -5.87722 -0.31739 0.0 0.0 0.0
H 1.64818 -6.36588 -1.40744 0.0 0.0 0.0

# 2
96
Properties=species:S:1:pos:R:3:forces:R:3 method="wB97M-V/def2-TZVPD" de_lowest_kcal_mol=8.3 lumo_energy_ev=-0.7 homo_ev=-7.897
Ga 0.89897 -0.05310 0.69436 0.0 0.1 -0.5
C 0.93178 1.74882 -0.11161 0.0 0.0 0.1
Si -0.36515 2.94651 -0.74253 0.0 0.0 0.0
C -1.80286 3.38780 0.41062 0.0 0.1 -0.1
N -2.70383 2.32993 0.85037 0.0 0.0 0.1
C -3.55252 1.83238 -0.22887 0.0 -0.1 0.0
C -4.57725 2.85363 -0.73497 0.0 0.0 0.0
C -5.19197 3.63241 0.44255 0.0 0.0 0.0
C -4.99626 2.86075 1.74376 0.0 0.0 0.0
C -3.50254 2.70789 2.03443 0.0 0.0 0.0
C -1.08681 2.46353 -2.40635 0.0 0.0 0.0
C -0.81045 1.22680 -2.97839 0.0 -0.1 0.1
C -1.39118 0.82517 -4.17348 0.0 0.0 0.0
C -2.26708 1.67661 -4.82803 0.0 0.0 0.0
C -2.55890 2.92069 -4.27938 0.0 0.0 0.0
C -1.97831 3.30465 -3.08094 0.1 0.1 0.0
C 0.53301 4.59068 -0.96845 0.0 0.0 0.0
C 0.73737 5.18024 -2.21676 0.0 0.0 0.0
C 1.42495 6.38090 -2.34470 0.0 0.0 0.0
C 1.92411 7.01917 -1.21979 0.0 0.0 0.0
C 1.73624 6.45046 0.03290 0.0 0.0 0.0
C 1.05020 5.25122 0.15097 0.0 0.0 0.0
H 1.43901 2.31551 0.68191 0.0 0.0 0.0
H 1.69137 1.69055 -0.90370 0.0 0.0 0.0
H -2.35143 4.20153 -0.10323 0.1 0.1 0.0
H -1.36214 3.87033 1.28802 0.1 -0.1 0.0
H -4.08389 0.95633 0.14401 0.0 -0.1 0.1
H -2.92711 1.47348 -1.04684 0.0 0.0 0.0
H -5.35097 2.31963 -1.29332 0.0 0.0 0.0
H -4.11364 3.53935 -1.44696 0.0 0.0 0.0
H -6.24996 3.83148 0.26392 0.0 0.0 0.0
H -4.70655 4.60821 0.54182 0.0 0.0 0.0
H -5.47646 1.87974 1.66799 0.0 0.0 0.0
H -5.47226 3.37158 2.58386 0.0 0.0 0.0
H -3.33862 1.98212 2.83903 0.0 -0.1 0.0
H -3.13071 3.66592 2.40680 0.0 0.0 0.0
H -0.15366 0.55381 -2.44565 0.0 -0.1 0.0
H -1.17708 -0.15458 -4.58250 0.0 0.0 0.0
H -2.72942 1.37170 -5.75819 0.0 0.0 0.0
H -3.24509 3.58803 -4.78589 0.0 0.0 0.0
H -2.22141 4.27880 -2.66772 0.0 0.0 0.0
H 0.35754 4.69472 -3.10807 0.0 0.0 0.0
H 1.57093 6.81705 -3.32511 0.0 0.0 0.0
H 2.45962 7.95506 -1.31713 0.0 0.0 0.0
H 2.12584 6.94179 0.91573 0.0 0.0 0.0
H 0.92031 4.82351 1.14081 0.0 0.0 0.0
O -2.18044 -1.62028 -1.34744 0.0 0.0 0.0
S -1.76997 -2.14293 -0.07982 -0.1 0.1 -0.1
O -1.09521 -3.41666 -0.06829 -0.1 0.0 0.0
N -0.88279 -1.03026 0.76533 0.3 0.0 0.2
C -1.39798 -0.74123 1.96934 0.0 0.0 0.0
S -0.52608 0.21187 2.99734 -0.2 0.2 0.1
C -2.71518 -1.37463 2.19011 0.0 0.0 -0.1
C -3.56613 -1.24242 3.27230 0.0 0.0 0.0
C -4.78846 -1.90029 3.22542 0.0 0.0 0.0
C -5.14627 -2.67349 2.12447 0.0 0.0 0.0
C -4.28679 -2.81886 1.04058 0.0 0.0 0.0
C -3.08025 -2.15660 1.10647 0.0 0.1 0.0
H -3.27942 -0.63330 4.11935 0.0 0.0 0.0
H -5.47795 -1.80775 4.05400 0.0 0.0 0.0
H -6.10768 -3.16949 2.11210 0.0 0.0 0.0
H -4.55769 -3.41741 0.18143 0.0 0.0 0.0
N 9.77680 -2.38871 4.49707 0.0 0.0 0.0
C 8.72879 -2.12969 4.10306 0.0 0.0 0.0
C 7.41934 -1.80523 3.60795 0.0 0.0 0.0
C 7.05226 -0.47231 3.43454 0.0 0.0 0.0
C 5.79377 -0.16187 2.95613 0.0 0.0 0.0
C 4.88481 -1.17513 2.64232 0.0 0.0 0.0
C 5.26294 -2.50862 2.82270 0.0 0.0 0.0
C 6.51948 -2.82429 3.30201 0.0 0.0 0.0
C 3.58558 -0.85398 2.13249 -0.1 0.0 0.1
C 2.48358 -0.58918 1.70533 0.0 -0.1 0.0
H 7.75595 0.31239 3.67599 0.0 0.0 0.0
H 5.50248 0.87023 2.81879 0.0 0.0 0.0
H 4.55822 -3.29409 2.58587 0.0 0.0 0.0
H 6.81015 -3.85637 3.44233 0.0 0.0 0.0
N 2.53678 -10.25395 -1.12380 0.0 0.0 0.0
C 2.41749 -9.11320 -1.18408 0.0 0.0 0.0
C 2.27216 -7.68442 -1.26075 0.0 0.0 0.0
C 1.25707 -7.04930 -0.55074 0.0 0.0 0.0
C 1.11190 -5.67539 -0.63230 0.0 0.0 0.0
C 2.00088 -4.94867 -1.41071 0.0 0.0 0.0
C 3.01852 -5.57066 -2.12052 0.0 0.0 0.0
C 3.15034 -6.94497 -2.05120 0.0 0.0 0.0
N 1.85825 -3.53671 -1.48188 0.0 0.0 0.0
C 1.85498 -2.75727 -2.62165 0.0 0.0 0.0
C 1.60083 -1.49157 -2.20698 0.0 0.0 0.0
N 1.45642 -1.48052 -0.83517 0.0 0.0 -0.1
C 1.62356 -2.72134 -0.43976 0.0 0.0 0.0
H 0.57344 -7.63403 0.04877 0.0 0.0 0.0
H 0.30023 -5.16685 -0.12779 0.0 0.0 0.0
H 3.70910 -4.97884 -2.70632 0.0 0.0 0.0
H 3.93718 -7.44878 -2.59476 0.0 0.0 0.0
H 2.00360 -3.17837 -3.59941 0.0 0.0 0.0
H 1.52822 -0.60277 -2.80622 0.0 0.1 0.0
H 1.58746 -3.06459 0.58070 0.0 0.0 0.0